A structure of composition C13H25IrN3OS5 at a distorted geometry, computed with the ωB97M-V functional and the def2-TZVPD basis.

Last column: natural (NBO) charge in e.
Element x y z (Å)
1 O 9.70366 10.66395 5.61150  -0.775
2 H 9.79409 13.24280 4.65966  0.220
3 S 5.17023 17.22568 4.86437  0.094
4 C 11.34297 10.23939 3.88896  -0.629
5 H 7.35736 6.95867 7.05691  0.205
6 H 8.52522 9.06690 6.38782  0.416
7 H 11.33122 13.04026 3.65150  0.236
8 H 4.24746 7.42149 4.17997  0.208
9 S 6.22962 14.98299 3.19765  0.576
10 N 7.49996 8.90750 6.25045  -0.880
11 C 6.66472 13.45189 3.79485  -0.431
12 C 5.25469 7.75564 4.35089  -0.038
13 N 8.29684 8.43836 3.25947  -0.864
14 H 5.06361 7.99113 6.46226  0.216
15 H 12.21354 10.52452 3.31485  0.238
16 C 5.63678 7.35743 5.80631  -0.427
17 H 9.01617 7.00300 5.33334  0.216
18 N 5.18070 9.27382 4.14590  -0.865
19 H 9.48725 11.20603 6.32417  0.487
20 S 7.03704 12.11606 2.82239  -0.051
21 C 6.59038 13.32907 5.17055  -0.387
22 C 7.70008 7.14554 3.64230  -0.060
23 C 10.81892 11.32677 4.83462  0.273
24 H 4.73803 9.52318 3.22346  0.405
25 H 12.83327 11.97878 5.07387  0.225
26 H 4.62586 9.72066 4.88766  0.397
27 H 7.04074 9.26901 7.10902  0.396
28 H 5.97478 7.35677 2.33520  0.224
29 H 12.34075 10.90632 6.36189  0.220
30 H 8.17566 6.35939 2.98710  0.205
31 S 6.83489 11.97402 6.18809  -0.127
32 C 7.97767 6.77928 5.05946  -0.426
33 C 6.22466 7.06959 3.37071  -0.427
34 Ir 7.37309 10.35089 4.35492  0.979
35 C 12.01904 11.71250 5.74206  -0.636
36 H 7.81178 5.70383 5.19430  0.243
37 C 5.77310 15.71535 4.66769  -0.626
38 H 11.52520 9.31870 4.45937  0.216
39 H 10.55319 9.94833 3.20130  0.188
40 H 8.20734 8.59676 2.24618  0.401
41 C 10.38370 12.57817 4.05847  -0.648
42 H 11.81836 12.57954 6.35802  0.217
43 C 7.12972 7.47918 6.10219  -0.046
44 S 5.98690 14.68867 6.02552  0.553
45 H 5.26958 6.36709 5.95182  0.239
46 H 9.74055 12.26469 3.22471  0.218
47 H 9.29374 8.37510 3.49597  0.394
48 H 5.99192 5.98774 3.43103  0.238

- Relative energy (zero: lowest compared OMol25 entry of this formula, charge and spin): 0.0 kJ/mol
- E_tot: -77412.94148 eV
- Multiplicity: 5
- Charge: +1

A structure of composition C13H25Li2O10P at a distorted geometry, computed with the ωB97M-V functional and the def2-TZVPD basis.

Last column: natural (NBO) charge in e.
Element x y z (Å)
1 O -3.22283 -3.19949 1.35471  -1.362
2 H 0.90696 3.39537 -1.03545  0.198
3 O -1.63806 -3.09395 3.24630  -1.282
4 C 1.61679 -2.11361 -2.07337  -0.060
5 H 0.32369 2.88627 -2.50950  0.189
6 H 3.52786 -3.05642 -2.70259  0.188
7 H 1.41216 1.09964 -0.55595  0.178
8 H 1.84366 -1.25656 -2.70748  0.138
9 H 0.90238 -2.67099 -2.67922  0.211
10 H 2.53521 -0.50428 0.26093  0.166
11 C 2.90343 -2.91640 -1.82022  -0.417
12 C 2.37994 -1.57134 0.10155  -0.080
13 H 0.68467 0.67148 -2.06790  0.166
14 H -2.53898 1.39918 -0.15532  0.235
15 H -2.26333 0.99269 -1.78330  0.179
16 O -2.22008 -2.18927 -1.51790  -0.878
17 H 4.24168 -2.65308 -0.11525  0.207
18 C 0.30360 3.51636 2.58319  -0.069
19 Li -0.71893 -1.43846 0.02342  0.871
20 O 1.19264 -1.81386 -0.75165  -0.529
21 C -0.78538 1.47842 2.68507  -0.093
22 C 0.19550 2.67945 -1.44701  -0.442
23 H 1.57978 2.47387 1.16037  0.187
24 O -0.67419 0.63167 -0.52706  -0.520
25 H 2.62062 -3.91225 -1.47904  0.210
26 O -1.99247 -1.08306 1.51703  -1.318
27 H -4.41224 -0.98567 -3.10723  0.476
28 H -1.75429 3.35831 -1.97847  0.199
29 C 3.51996 -2.08845 -0.70551  -0.436
30 H -0.09250 3.95080 1.66533  0.145
31 H 2.21056 -2.05650 1.06282  0.234
32 H -1.45146 3.37047 -0.19580  0.205
33 C 0.49802 1.21064 -1.13915  -0.072
34 C 0.66575 1.11015 2.52556  -0.420
35 C -3.31359 -1.63439 -1.84272  0.931
36 H 1.06034 0.60295 3.40598  0.206
37 H 4.13208 -1.34205 -1.21174  0.185
38 H -1.34176 1.46124 1.74793  0.196
39 H 2.30800 2.61781 2.70254  0.189
40 P -1.89421 -2.59376 1.82335  2.494
41 Li -2.39031 -3.88498 -0.25888  0.922
42 H -1.34848 0.78480 3.30950  0.253
43 O -0.84956 -3.23478 0.94403  -1.381
44 O -3.65961 -1.58043 -3.14454  -0.750
45 C -1.75951 1.42122 -0.91692  -0.080
46 O -0.70356 2.78744 3.29175  -0.551
47 H 0.65036 4.30280 3.25356  0.165
48 C -1.28292 2.84892 -1.13797  -0.424
49 C 1.34424 2.44338 2.22418  -0.442
50 H 0.77744 0.41001 1.69766  0.223
51 O -4.02906 -1.03131 -1.01965  -0.739

- Relative energy (zero: lowest compared OMol25 entry of this formula, charge and spin): 216.1 kJ/mol
- E_tot: -44065.41120 eV
- Multiplicity: 1
- Charge: -2

A cluster of 2 separate species, C13H25N6O4 in total at a distorted geometry, computed with the ωB97M-V functional and the def2-TZVPD basis.

Last column: natural (NBO) charge in e.
Element x y z (Å)
1 H -3.11853 3.17022 -0.05370  0.421
2 H 0.56217 4.93971 -1.28999  0.194
3 C 1.63143 -4.53296 -0.13610  -0.151
4 H 0.86467 -1.05684 3.11915  0.270
5 C 0.12992 -0.47019 2.57026  0.268
6 H 0.01847 2.98920 1.99748  0.208
7 H 3.16240 -2.28880 -3.18884  0.374
8 H 3.54975 -3.22523 -1.86067  0.354
9 N 2.86893 -2.57285 -2.25158  -0.860
10 H -0.00495 -5.79292 -0.44420  0.366
11 C -1.76995 0.52286 2.00364  -0.057
12 O 2.14365 -5.38860 2.12862  -0.662
13 C 1.53534 -3.18490 -2.29969  -0.223
14 C -0.96281 0.48393 0.89667  0.148
15 H -0.56713 4.38094 2.92961  0.261
16 H 0.98084 -0.38071 0.64256  0.465
17 N -0.99387 4.20259 -2.51461  -0.593
18 C -1.17148 2.53626 -0.66322  -0.122
19 O -1.91135 2.23524 -2.92987  -0.609
20 C 0.99651 -3.34238 -0.87891  -0.394
21 C -1.30231 1.00432 -0.48667  -0.436
22 H 1.99617 -5.18426 3.06439  0.502
23 H 1.57061 -4.15006 -2.81608  0.195
24 C -1.93155 3.70298 1.43729  0.671
25 N -2.14607 3.19467 0.22282  -0.629
26 O -2.87500 3.95661 2.16418  -0.610
27 H -1.17159 4.40413 -3.48848  0.421
28 C -1.37230 2.98142 -2.12782  0.653
29 C -0.39593 5.26351 -1.70053  -0.424
30 H 1.19463 -2.40955 -0.34681  0.189
31 N 0.22151 -0.13052 1.26786  -0.465
32 H -1.06935 5.54597 -0.88852  0.206
33 H -2.77215 0.93999 2.05127  0.274
34 N -1.06896 -0.06677 3.04183  -0.460
35 H 2.69921 -4.56301 -0.37642  0.210
36 H -0.08833 -3.47989 -0.91405  0.212
37 H -0.64708 0.51534 -1.21087  0.245
38 H 0.86447 -2.52895 -2.86407  0.196
39 C -0.51783 3.93139 1.93788  -0.718
40 H -0.15611 2.82241 -0.39420  0.221
41 H -0.22473 6.14651 -2.32072  0.235
42 H -0.00166 4.61705 1.27007  0.231
43 H -1.42462 -0.22153 3.98199  0.463
44 H -2.32299 0.70122 -0.73296  0.262
45 H 1.45142 -6.60229 -0.24821  0.379
46 O 0.99712 -3.43857 1.93204  -0.662
47 C 1.55341 -4.40129 1.41233  0.797
48 N 0.99602 -5.77538 -0.64412  -0.819

- E_tot: -31012.74287 eV
- Multiplicity: 1
- Charge: +1

A cluster of 3 separate species, C13H25O7S in total at a distorted geometry, computed with the ωB97M-V functional and the def2-TZVPD basis.

Last column: natural (NBO) charge in e.
Element x y z (Å)
1 O 1.00799 3.43690 4.18242  -0.486
2 H -0.29716 -2.45434 -0.65250  0.214
3 H 0.11934 0.19577 -0.24488  0.248
4 C -0.16376 -2.30147 -6.25635  -0.629
5 H 4.22100 3.64301 4.04331  0.213
6 H 0.37604 0.68053 -6.43501  0.217
7 O 0.76571 1.21655 4.49713  -0.614
8 H -1.27082 -1.18488 -1.40315  0.294
9 H 3.22503 3.37688 2.59279  0.191
10 C 1.46144 2.16589 4.30157  0.975
11 C 2.15902 4.29290 4.25910  0.061
12 H 2.83002 6.22322 3.58056  0.229
13 O -1.20618 -1.19422 -4.34465  -0.498
14 H 1.21576 -0.24263 -5.16669  0.189
15 H -0.90823 -3.09841 -6.24257  0.232
16 H 1.51551 -1.76028 0.73126  0.178
17 S -2.15985 -2.81808 1.88194  0.595
18 H -2.46892 -5.20176 1.32895  0.270
19 H 2.34483 4.50481 5.31677  0.190
20 C -2.32542 -2.19803 0.15319  -0.503
21 O 1.65638 0.03090 1.71398  -0.720
22 C 1.94993 5.58457 3.50488  -0.628
23 C 0.87372 -1.07224 1.30729  -0.056
24 O 2.80555 2.11332 4.16186  -0.480
25 H 0.17095 -2.15562 -7.28320  0.233
26 H -2.60035 -3.08030 -0.45933  0.257
27 H -1.01498 0.02464 1.09962  0.202
28 H -1.60507 -0.71241 -6.30076  0.192
29 H 0.52742 -1.62104 2.20990  0.153
30 O -1.60798 0.29709 -2.70091  -0.606
31 H 1.25630 0.40872 2.49740  0.483
32 C -0.74781 -1.02583 -5.69699  0.061
33 C -3.02277 -4.44700 1.90605  -0.731
34 H -3.17743 -1.50191 0.09833  0.264
35 H -3.08464 -4.79626 2.95154  0.272
36 C 3.22238 3.39906 3.68597  -0.097
37 H 1.74091 5.39563 2.45035  0.219
38 H 1.09189 6.12451 3.90677  0.234
39 H -2.93882 -2.06385 2.73724  0.200
40 C -0.32316 -0.54152 0.45101  -0.450
41 O -0.37917 0.87386 -4.49800  -0.476
42 H 0.68067 -2.64490 -5.65584  0.218
43 C -1.00148 -1.63429 -0.42383  -0.451
44 C 0.24040 0.09349 -5.52883  -0.097
45 C -1.11271 0.02130 -3.74994  0.981
46 H -4.04148 -4.35225 1.49226  0.256

- Relative energy (zero: lowest compared OMol25 entry of this formula, charge and spin): 47.2 kJ/mol
- E_tot: -39047.36651 eV
- Multiplicity: 1
- Charge: +1